{
  "formula": "C36H89HfIO16",
  "method": "ωB97M-V with the def2-TZVPD basis set",
  "total_energy_ha": -2974.905602,
  "lumo_ev": 0.38,
  "orbital_gap_ev": 8.430,
  "fmax_ev_per_a": 2.8,
  "elements": ["Hf", "I", "O", "O", "O", "O", "O", "O", "O", "O", "O", "O", "O", "O", "O", "O", "O", "O", "C", "C", "C", "C", "C", "C", "C", "C", "C", "C", "C", "C", "C", "C", "C", "C", "C", "C", "C", "C", "C", "C", "C", "C", "C", "C", "C", "C", "C", "C", "C", "C", "C", "C", "C", "C", "H", "H", "H", "H", "H", "H", "H", "H", "H", "H", "H", "H", "H", "H", "H", "H", "H", "H", "H", "H", "H", "H", "H", "H", "H", "H", "H", "H", "H", "H", "H", "H", "H", "H", "H", "H", "H", "H", "H", "H", "H", "H", "H", "H", "H", "H", "H", "H", "H", "H", "H", "H", "H", "H", "H", "H", "H", "H", "H", "H", "H", "H", "H", "H", "H", "H", "H", "H", "H", "H", "H", "H", "H", "H", "H", "H", "H", "H", "H", "H", "H", "H", "H", "H", "H", "H", "H", "H", "H"],
  "coordinates": [[13.9313, 14.9050, 15.0962], [16.8441, 13.6972, 15.2621], [11.8325, 14.4065, 16.0256], [14.7995, 15.8528, 17.1326], [15.1782, 16.5674, 14.3996], [14.8080, 15.1617, 12.8009], [16.6701, 19.6421, 14.7142], [11.4225, 14.0569, 8.6779], [10.2306, 16.6237, 18.2333], [12.8531, 16.7670, 15.4853], [12.3618, 15.6342, 13.7561], [15.6749, 21.6856, 12.9476], [13.4440, 12.9988, 14.0060], [8.4548, 14.1008, 9.9551], [13.6154, 13.5250, 16.8087], [14.6186, 10.9823, 15.0868], [14.8227, 18.4682, 16.8916], [18.5720, 15.5402, 10.5343], [12.2840, 15.7272, 10.2077], [13.9632, 19.6012, 17.1497], [15.3976, 16.2212, 13.1601], [18.2254, 21.3868, 15.4031], [14.8306, 20.8743, 17.3733], [14.2769, 12.1215, 11.8307], [12.3251, 13.6385, 16.8966], [18.9539, 13.2641, 11.3837], [15.4500, 15.3001, 18.3274], [11.7382, 12.0104, 12.6308], [13.9070, 22.7969, 14.0715], [6.7490, 15.3110, 11.0924], [14.2718, 10.3773, 16.3844], [14.0413, 8.8932, 16.2371], [8.2399, 15.1206, 10.9468], [11.2842, 17.8143, 13.9966], [15.4897, 10.5324, 17.3704], [18.3247, 14.1149, 10.2880], [12.6175, 15.8619, 7.6844], [18.0245, 19.9674, 15.0093], [11.5504, 12.9350, 17.9898], [14.4571, 15.3293, 19.5067], [14.2879, 22.0223, 12.8311], [9.3797, 17.4382, 17.4208], [8.5715, 18.3362, 18.3685], [8.4172, 16.6337, 16.5813], [16.7965, 13.8885, 10.4304], [13.1872, 19.2618, 18.3979], [8.9919, 14.6972, 12.1951], [18.5838, 18.9420, 15.9830], [11.7173, 15.4171, 8.8455], [16.7128, 16.1580, 18.6042], [13.0700, 12.8056, 12.5925], [13.4547, 20.7689, 12.6435], [12.2452, 16.7035, 14.3794], [16.2834, 17.1293, 12.2823], [14.5925, 23.6590, 14.2083], [13.5248, 15.2275, 7.6538], [9.2189, 15.5342, 12.8321], [16.1288, 14.4838, 9.8497], [11.5545, 13.6259, 18.8589], [18.7016, 12.2045, 11.1657], [19.6933, 18.9538, 15.9990], [14.1892, 11.0215, 11.9422], [8.1701, 17.6618, 19.1053], [12.5814, 16.7778, 10.2290], [14.5663, 16.8251, 17.3238], [8.6868, 16.0028, 10.4642], [12.9276, 23.2361, 13.9185], [15.8858, 18.1444, 12.2578], [18.5437, 19.8816, 14.0198], [10.4806, 12.8187, 17.7369], [7.7765, 17.1654, 15.8736], [11.3116, 11.8120, 11.6341], [17.2723, 17.1733, 12.7628], [15.3694, 9.9571, 18.3287], [10.7420, 15.9052, 8.6721], [16.7156, 12.8229, 10.1874], [14.2096, 16.3532, 19.7494], [13.2813, 19.8375, 16.2717], [7.8271, 13.3988, 10.1138], [6.4326, 15.8466, 11.9792], [13.9555, 18.8656, 19.1131], [12.4329, 21.1000, 12.6685], [6.3289, 15.7661, 10.2297], [19.3674, 15.6050, 11.0978], [12.1391, 15.7197, 6.7351], [16.3547, 16.7510, 11.2779], [14.8422, 8.3064, 15.7971], [18.7176, 13.8795, 9.3203], [15.2213, 12.4363, 12.2283], [13.7646, 8.5367, 17.2256], [14.8901, 14.7174, 20.3491], [8.4837, 13.9464, 12.8218], [12.0873, 12.0739, 18.3775], [11.6216, 18.6818, 14.5189], [14.1988, 12.4781, 10.7890], [6.3624, 14.2952, 11.2374], [10.3725, 17.4271, 14.4256], [15.1836, 21.3285, 16.4408], [7.7054, 16.0295, 17.1792], [13.5482, 19.9635, 13.3726], [18.2880, 19.1001, 17.0210], [17.2876, 16.1765, 17.6939], [13.3371, 10.7948, 16.7878], [9.9595, 14.2949, 11.8841], [14.1554, 22.6637, 11.8968], [10.9368, 12.5499, 13.2273], [10.4925, 13.9169, 8.8794], [19.2659, 21.5533, 15.6802], [10.0013, 18.0493, 16.7824], [14.3108, 21.5912, 17.9972], [16.5141, 14.0160, 11.4706], [15.4054, 11.5295, 15.2051], [10.8837, 16.2759, 17.6088], [18.3434, 17.9813, 15.5551], [11.9037, 11.0109, 13.0795], [15.8850, 21.1813, 12.1259], [15.1859, 18.5247, 15.9733], [17.5967, 21.6501, 16.2461], [16.4371, 10.2110, 16.8906], [13.1450, 15.1021, 10.3703], [16.4432, 17.1783, 18.8184], [15.6970, 14.3031, 18.0165], [9.2403, 19.0079, 18.9482], [13.5871, 14.8098, 19.1166], [13.8863, 22.2432, 15.0155], [12.4716, 18.4492, 18.1982], [16.2366, 20.3997, 14.3082], [13.7371, 12.0763, 14.2677], [12.9671, 16.8963, 7.7430], [11.2760, 17.9266, 12.9139], [17.9285, 22.0298, 14.5678], [13.7279, 20.2408, 11.7285], [15.7687, 20.6664, 17.8958], [15.6047, 11.5677, 17.5978], [20.0748, 13.3196, 11.3516], [17.3144, 15.7454, 19.4212], [12.9449, 13.7906, 12.1488], [11.4174, 15.5391, 10.8840], [7.7789, 18.9571, 17.9037], [13.1800, 8.7056, 15.5484], [18.5971, 13.5073, 12.3908], [8.9831, 15.8870, 16.0276], [12.6356, 20.1318, 18.6940]],
  "forces_ev_per_angstrom": [[0.9, -0.3, 0.2], [-0.5, 0.0, -0.1], [-0.8, -0.3, 0.6], [-0.6, 0.9, 0.6], [0.6, 0.2, -1.0], [0.9, 0.6, 0.0], [-0.4, -0.3, 0.8], [0.3, -1.1, 0.0], [-0.1, 0.1, -0.7], [0.0, 0.9, 0.6], [0.0, -0.7, -1.7], [0.3, -0.5, -1.1], [-0.2, -0.2, -0.8], [0.3, 0.3, -0.5], [-0.9, -0.9, 0.6], [-0.8, -1.0, 1.0], [-0.4, 0.8, -0.8], [0.6, -0.7, 0.2], [-1.5, 0.2, -0.3], [0.8, 0.7, -0.7], [-0.8, 0.1, 1.0], [-0.4, 0.7, 0.2], [0.4, -0.5, -0.2], [-2.1, -0.1, 0.3], [1.6, 0.2, -0.9], [1.2, -0.8, -0.6], [0.1, 1.5, 0.1], [-0.3, 0.2, 0.1], [0.3, 1.1, 0.0], [0.3, -0.9, 1.1], [1.9, -0.6, 0.2], [-1.6, -0.2, -1.3], [0.3, -0.2, -0.5], [1.3, -1.5, -0.2], [-0.6, -0.5, -0.2], [-1.3, 1.5, 2.0], [1.0, -0.6, 0.5], [0.7, -0.6, -1.4], [-0.1, 1.3, 0.3], [1.0, -1.5, -0.7], [0.2, -0.1, -0.3], [-1.1, 0.9, 0.6], [1.0, 0.6, 0.4], [-0.4, -1.5, -0.1], [1.6, -1.0, 0.1], [0.6, -1.3, -0.5], [0.3, 0.0, 0.1], [1.0, 0.3, -0.5], [-0.5, 1.1, -1.6], [-0.6, -1.1, -0.3], [0.3, -0.4, -0.1], [0.2, -0.3, -0.1], [-0.8, 0.7, 1.0], [-0.5, -0.8, 1.0], [-0.2, -0.5, -0.1], [-0.3, 0.2, 0.1], [0.0, 0.5, 0.4], [-0.2, 0.5, -0.8], [0.0, -0.1, -0.4], [0.2, 0.5, 0.3], [-0.5, 0.3, -0.2], [0.1, 0.5, -0.4], [-0.6, -0.2, 0.3], [0.0, 0.0, 0.3], [0.5, -1.1, -0.9], [0.1, -0.1, 0.5], [-0.3, 0.0, 0.0], [-0.1, -0.1, 0.3], [0.1, -0.3, 0.7], [0.7, -0.3, 0.0], [0.4, 0.5, 0.1], [0.3, 0.3, 0.2], [-0.3, 0.0, -0.2], [-0.1, 0.5, -1.0], [0.3, 0.5, 0.4], [-0.7, 0.1, -0.1], [0.0, 0.2, 0.4], [0.6, -0.6, 0.8], [-0.2, -0.4, 0.0], [0.2, 0.4, 0.2], [-0.9, 0.7, -0.1], [-0.7, -0.2, -0.5], [-0.5, 0.2, -0.8], [-0.6, 0.0, -0.5], [-0.4, -0.1, -0.5], [0.2, -0.3, -0.2], [0.5, 0.2, 0.3], [0.1, -0.3, -0.7], [0.3, 0.3, 0.3], [0.0, -0.4, 0.0], [-0.5, 1.0, -0.6], [-0.1, 0.1, -0.4], [-0.2, -0.3, -0.4], [-0.1, 0.8, 0.2], [0.1, -0.6, 0.3], [-0.4, 0.1, -0.2], [-0.7, 0.3, -0.2], [-0.4, 0.0, 0.1], [0.5, 0.4, 0.1], [0.3, 0.5, 0.7], [-0.5, -0.2, -0.2], [0.5, -0.1, -0.3], [0.5, 0.4, -0.2], [-0.2, -0.1, 0.1], [0.1, -0.5, 1.2], [1.1, -0.5, -0.6], [-0.1, -0.1, 0.2], [0.0, 0.1, -0.1], [0.3, 0.3, -0.4], [-0.3, 0.3, -0.2], [0.1, 0.1, 0.1], [0.4, 0.3, 0.1], [0.1, -0.2, 0.2], [-0.4, -0.6, 0.5], [0.0, 0.5, 0.0], [0.1, 0.5, 1.0], [-0.1, -0.1, 0.8], [-0.1, 0.1, 0.4], [-0.7, 0.0, 0.1], [0.3, -0.3, 0.5], [-0.2, 0.4, 0.3], [0.2, -0.5, 0.2], [-0.3, -0.3, -0.5], [-0.4, 0.0, 0.4], [0.1, -0.3, -0.4], [0.2, 0.2, 0.1], [0.0, 0.3, -0.3], [0.2, 0.7, 0.9], [-0.2, 0.0, 0.2], [-0.4, 0.1, 0.1], [0.2, 0.1, 0.2], [-0.4, 0.4, -0.4], [-0.2, -0.5, 0.2], [0.2, 0.9, 0.4], [-0.8, 0.1, 0.1], [-0.1, 0.0, -0.1], [-0.2, 0.0, 0.3], [1.2, 0.1, 0.2], [0.5, -0.6, 0.1], [0.4, 0.1, 0.6], [0.0, 0.1, -0.3], [0.1, -0.1, -0.3], [-0.1, 0.4, 0.7]]
}